C4H8OS | ωB97M-V/def2-TZVPD

Geometry as XYZ:
```
14
Properties=species:S:1:pos:R:3
C -0.701 2.030 -0.208
C -0.516 0.575 0.257
C -1.863 -0.166 0.158
O 0.001 0.517 1.492
C 0.186 -0.331 -0.740
S 1.622 -1.379 -0.501
H 0.193 2.610 -0.471
H -1.314 1.966 -1.181
H -1.514 2.597 0.416
H -1.694 -1.129 0.828
H -2.643 0.547 0.779
H -2.270 -0.591 -0.795
H 0.783 -0.216 1.521
H -0.144 -0.506 -1.813
```

Properties
- SMILES = CC(C)(O)C=S
- 2S+1 = 1
- electronic energy (a.u.) = -630.539662
- orbital gap (Eh) = 0.3086
- energy above the lowest of the compared OMol25 structures with the same formula, charge and spin (eV) = 2.592

H2P4S3 | ωB97M-V/def2-TZVPD

Geometry as XYZ:
```
9
Properties=species:S:1:pos:R:3
P -1.849 0.359 -0.192
P 0.561 -1.932 0.440
P -0.267 -0.709 -1.214
P 2.227 1.185 0.071
S -1.128 1.711 1.159
S 2.084 -0.648 1.191
S 1.283 0.688 -1.668
H -2.355 1.015 -1.227
H -0.556 -1.670 1.441
```

Properties
- 2S+1 = 1
- electronic energy (a.u.) = -2561.174470
- orbital gap (spin up / spin down) (Eh) = 0.2016 / 0.2579
- energy above the lowest of the compared OMol25 structures with the same formula, charge and spin (eV) = 1.865

C40H77BrCl26NO4PS | ωB97M-V/def2-TZVPD

Geometry as XYZ:
```
151
Properties=species:S:1:pos:R:3
C -2.542 -1.219 0.748
C -4.204 -1.171 0.597
C -4.732 -1.624 -0.888
C -4.546 -0.488 -2.060
C -4.829 1.052 -1.573
C -3.394 1.731 -1.068
C -3.324 3.337 -1.502
C -1.956 3.957 -0.794
C -0.560 3.305 -1.379
C -0.340 3.598 -2.997
C 0.665 2.415 -3.602
C -0.151 1.346 -4.557
C -0.675 0.026 -3.707
C 0.047 -1.371 -4.169
C 1.666 -1.449 -3.763
C 1.753 -1.281 -2.136
C 3.185 -1.712 -1.465
C 3.906 -0.556 -0.554
C 2.925 0.164 0.555
C 3.314 -0.261 2.091
C 2.347 -1.394 2.770
S 1.479 -2.544 1.515
O 3.025 -2.428 3.622
C 1.915 -3.360 4.010
O 1.923 -4.704 3.995
C 0.705 -2.366 4.518
P -1.116 -2.925 4.382
O -1.452 -3.697 5.946
Br -1.451 -4.475 2.758
C 1.088 -0.968 3.722
N 1.208 0.137 4.736
C 1.115 1.521 4.140
C 2.360 -0.032 5.693
C 3.944 0.276 5.406
O 2.055 -0.440 6.957
H -2.336 -0.960 1.890
H -2.187 -2.338 0.576
H -2.010 -0.445 0.045
H -4.648 -0.151 0.988
H -4.599 -1.999 1.358
H -4.064 -2.555 -1.214
H -5.842 -2.058 -0.827
H -5.364 -0.729 -2.893
H -3.498 -0.631 -2.611
H -5.339 1.673 -2.424
H -5.553 1.006 -0.627
H -3.261 1.672 0.096
H -2.484 1.173 -1.601
H -4.308 3.866 -1.127
H -3.315 3.418 -2.678
H -2.015 3.669 0.341
H -1.965 5.142 -0.838
H -0.527 2.138 -1.144
H 0.332 3.832 -0.823
H -1.339 3.661 -3.603
H 0.164 4.672 -3.082
H 1.179 1.799 -2.733
H 1.499 2.920 -4.255
H -1.095 1.910 -4.977
H 0.563 0.970 -5.425
H -1.832 -0.082 -3.979
H -0.636 0.242 -2.556
H -0.118 -1.461 -5.343
H -0.545 -2.283 -3.698
H 2.308 -0.621 -4.290
H 2.031 -2.540 -4.071
H 1.404 -0.198 -1.861
H 0.932 -2.013 -1.675
H 3.098 -2.742 -0.871
H 3.933 -1.939 -2.366
H 4.873 -1.064 -0.075
H 4.343 0.303 -1.259
H 3.149 1.333 0.469
H 1.767 0.063 0.307
H 4.403 -0.745 2.030
H 3.439 0.728 2.704
H 0.465 -1.752 0.887
H 0.871 -2.395 5.700
H -1.287 -4.672 5.771
H 0.125 -0.763 3.063
H 1.475 1.614 3.030
H -0.046 1.800 4.126
H 1.611 2.287 4.879
H 4.478 -0.654 4.904
H 4.547 0.490 6.401
H 4.087 1.250 4.733
C 4.903 -4.068 1.336
Cl 6.027 -4.653 2.569
Cl 5.766 -3.553 -0.118
H 4.213 -4.873 1.073
H 4.345 -3.219 1.738
C -7.879 2.304 -4.462
Cl -8.306 2.280 -2.747
Cl -6.244 1.682 -4.719
H -8.587 1.681 -5.014
H -7.929 3.333 -4.828
C 0.135 1.448 -8.436
Cl 1.302 2.364 -7.475
Cl 0.133 -0.259 -7.976
H -0.863 1.861 -8.273
H 0.400 1.531 -9.493
C -7.561 6.187 -3.624
Cl -6.504 5.738 -4.968
Cl -9.150 5.429 -3.784
H -7.104 5.861 -2.687
H -7.684 7.273 -3.616
C 0.156 -4.312 -8.630
Cl -0.403 -3.603 -7.110
Cl 0.261 -6.072 -8.510
H -0.548 -4.050 -9.424
H 1.144 -3.912 -8.867
C 5.675 -0.924 8.795
Cl 6.112 0.758 8.471
Cl 7.094 -1.975 8.724
H 5.232 -0.991 9.792
H 4.950 -1.254 8.046
C 9.690 -4.666 2.232
Cl 10.872 -5.176 3.444
Cl 10.006 -5.436 0.672
H 8.690 -4.946 2.571
H 9.749 -3.582 2.112
C -5.213 3.001 -8.126
Cl -5.828 3.678 -9.639
Cl -3.512 2.544 -8.279
H -5.311 3.749 -7.336
H -5.797 2.114 -7.870
C 8.243 -2.359 12.464
Cl 7.103 -1.009 12.417
Cl 8.152 -3.214 14.009
H 8.002 -3.056 11.657
H 9.256 -1.974 12.330
C 0.196 1.717 8.192
Cl 0.145 3.233 7.283
Cl -1.255 1.521 9.183
H 0.262 0.883 7.489
H 1.073 1.722 8.843
C -9.089 1.367 -8.793
Cl -9.026 -0.209 -9.592
Cl -7.791 1.529 -7.604
H -8.982 2.152 -9.546
H -10.051 1.470 -8.286
C 7.567 -0.877 3.699
Cl 8.624 -1.326 2.355
Cl 5.978 -1.635 3.539
H 8.024 -1.203 4.636
H 7.444 0.209 3.707
C -5.786 1.890 3.150
Cl -6.401 2.567 1.638
Cl -4.085 1.433 2.998
H -5.884 2.638 3.941
H -6.371 1.003 3.407
```

Properties
- 2S+1 = 1
- electronic energy (a.u.) = -17204.046260
- orbital gap (Eh) = 0.3325

C9H24ClO10S3V | ωB97M-V/def2-TZVPD

Geometry as XYZ:
```
48
Properties=species:S:1:pos:R:3
O -17.519 20.725 9.932
V -18.857 21.649 10.029
Cl -18.762 22.247 12.459
O -19.923 17.354 14.728
S -20.918 18.400 14.522
O -21.601 18.494 13.223
O -22.105 18.318 15.774
C -23.230 19.242 15.744
C -24.481 18.593 15.110
C -20.192 20.011 15.004
H -23.067 20.183 15.219
H -23.359 19.578 16.773
H -24.251 18.032 14.203
H -25.255 19.340 14.939
H -24.903 17.801 15.729
H -19.964 19.984 16.070
H -21.027 20.690 14.828
H -19.290 20.201 14.423
O -23.844 24.277 15.706
S -22.953 23.248 15.144
O -22.165 22.418 16.067
O -23.721 22.179 14.115
C -25.103 22.423 13.885
C -25.258 23.607 12.912
C -21.823 24.035 13.906
H -25.677 22.576 14.799
H -25.634 21.594 13.418
H -24.751 23.605 11.947
H -24.995 24.495 13.488
H -26.305 23.781 12.664
H -21.048 23.308 13.664
H -21.294 24.885 14.339
H -22.256 24.340 12.954
O -16.060 27.764 13.616
S -16.341 26.484 12.988
O -16.706 26.292 11.568
O -14.966 25.541 13.288
C -14.745 24.386 12.505
C -13.699 24.833 11.471
C -17.600 25.512 14.035
H -15.598 24.009 11.941
H -14.388 23.669 13.244
H -13.971 25.718 10.896
H -13.511 23.953 10.855
H -12.791 25.188 11.960
H -17.575 24.498 13.636
H -18.610 25.919 13.976
H -17.239 25.498 15.063
```

Properties
- 2S+1 = 3
- total charge = +2
- electronic energy (a.u.) = -3707.490703
- orbital gap (spin up / spin down) (Eh) = 0.0985 / 0.0685

CH5N2S | ωB97M-V/def2-TZVPD

Geometry as XYZ:
```
9
Properties=species:S:1:pos:R:3
S -2.545 0.623 -0.504
H -3.402 1.652 -0.466
N 0.901 0.512 0.761
C 0.648 -0.441 -0.201
N 1.603 -1.290 -0.374
H 1.640 0.301 1.396
H 0.098 1.029 1.098
H -0.364 -0.398 -0.622
H 1.420 -1.988 -1.088
```

Properties
- 2S+1 = 1
- total charge = -1
- electronic energy (a.u.) = -548.835612
- orbital gap (Eh) = 0.2749
- energy above the lowest of the compared OMol25 structures with the same formula, charge and spin (eV) = 0.307

C2H2FO2Pt | ωB97M-V/def2-TZVPD

Geometry as XYZ:
```
8
Properties=species:S:1:pos:R:3
H -0.692 -0.301 1.315
O 0.371 1.419 -0.668
C -0.472 0.636 -0.244
C -0.088 -0.686 0.369
O 1.249 -0.820 0.437
F -1.713 0.740 -0.678
H -0.651 -1.498 -0.132
Pt 1.998 0.510 -0.399
```

Properties
- 2S+1 = 3
- total charge = +1
- electronic energy (a.u.) = -446.566955
- orbital gap (spin up / spin down) (Eh) = 0.3117 / 0.3054
- energy above the lowest of the compared OMol25 structures with the same formula, charge and spin (eV) = 0.000